Entry 1:
DFT (the ωB97M-V functional and the def2-TZVPD basis) results for C18H28N2O3S in the gas phase in a non-equilibrium geometry.

The SMILES is CCN(CC)S(=O)(=O)c1cccc(C(=O)NCC2CCCCC2)c1. Its gap between HOMO and LUMO is 9.90 eV. The value obtained for the energy relative to the best compared isomer or geometry (same formula, charge and spin) is 10.4 kcal/mol. As for the highest occupied orbital energy: -9.4251 eV. As for the electronic energy: -39079.160 eV.

```
52
Properties=species:S:1:pos:R:3:forces:R:3
S -3.0218 -0.4651 -0.7295 0.28 0.13 0.38
O 2.0195 2.9175 0.8156 0.08 0.16 0.18
O -4.4399 -0.2450 -0.6548 0.09 0.14 0.17
O -2.4694 -0.9566 -1.9584 0.21 -0.16 0.04
N -2.4692 -1.4503 0.4984 -0.27 0.66 -0.90
N 2.0049 1.4460 -0.9000 0.00 -0.25 -0.31
C -0.0908 2.1823 0.0037 -0.31 -0.11 0.10
C -2.8800 2.1945 0.0514 -0.16 -0.14 -0.03
C -3.4706 -3.6300 -0.1562 0.21 0.12 0.10
C -2.1746 3.3364 0.4030 0.09 -0.01 -0.03
C -3.0308 -1.1575 1.8006 0.08 0.38 0.58
C 5.4212 -0.0352 -0.1130 -0.18 -0.01 0.36
C -2.1810 1.0577 -0.3011 -0.41 -0.37 -0.11
C 3.8946 0.0443 -0.1259 0.08 0.16 -0.50
C 5.8954 -1.2290 0.7106 0.14 -0.05 -0.31
C 3.7868 -2.4527 0.1454 0.08 -0.09 -0.31
C 3.4369 1.2622 -0.9423 0.22 -0.10 0.42
C -2.2066 -2.8305 0.1471 -0.02 -0.42 -0.45
C 3.3128 -1.2581 -0.6782 -0.04 0.05 0.42
C -0.8016 1.0356 -0.3310 0.26 0.24 -0.01
C 5.3102 -2.5251 0.1591 -0.10 0.03 0.32
C -1.9502 -0.6841 2.7696 -0.24 -0.12 -0.13
C 1.4072 2.2215 0.0295 -0.16 -0.09 -0.19
C -0.7913 3.3248 0.3865 0.06 -0.03 0.00
H -4.1199 -3.6852 0.7148 -0.10 -0.04 0.05
H -1.4724 0.2182 2.3967 0.05 0.09 -0.01
H 3.3727 -3.3745 -0.2686 -0.05 -0.03 0.08
H 1.4392 0.8914 -1.5207 -0.04 0.14 0.06
H -0.3207 0.1057 -0.5929 0.21 -0.08 0.00
H 6.9860 -1.2768 0.6975 0.02 0.01 0.09
H -2.7045 4.2311 0.6920 -0.05 0.07 0.01
H -3.9583 2.1647 0.0491 -0.13 0.05 0.03
H 3.7489 1.1587 -1.9847 0.02 0.02 0.03
H 3.6316 -1.3847 -1.7162 -0.01 0.01 -0.13
H 5.8333 0.8872 0.3003 0.04 0.08 -0.06
H 5.6749 -2.6839 -0.8583 0.05 -0.06 -0.06
H 3.4210 -2.3518 1.1700 -0.06 -0.04 0.06
H -2.3901 -0.4730 3.7406 0.01 0.03 0.16
H -0.2246 4.1990 0.6700 0.04 0.06 0.04
H 5.7849 -0.1352 -1.1388 0.05 0.04 -0.10
H 3.8850 2.1654 -0.5204 0.01 -0.07 -0.15
H -3.5320 -2.0412 2.2065 -0.08 0.06 -0.14
H -3.7845 -0.3780 1.6656 -0.07 -0.14 0.25
H 2.2210 -1.2204 -0.6615 -0.05 0.02 -0.09
H 3.5399 0.1815 0.9013 -0.01 0.02 0.03
H -4.0138 -3.1446 -0.9632 -0.10 -0.08 -0.09
H -1.1900 -1.4518 2.8904 0.12 -0.07 0.05
H 5.6372 -3.3707 0.7674 0.04 -0.05 -0.06
H -1.6400 -3.2853 0.9646 0.03 0.12 -0.05
H -3.2089 -4.6404 -0.4597 -0.03 -0.12 -0.03
H 5.5784 -1.1007 1.7478 0.03 0.01 0.09
H -1.5790 -2.7988 -0.7454 0.09 -0.21 0.15
```
Positions in Å, forces in eV/Å.

Entry 2:
DFT (the ωB97M-V functional and the def2-TZVPD basis) results for a molecular structure, C44H54N8O5SV in a non-equilibrium geometry.

Its expectation value of S² is 0.767. Its spin multiplicity is 2. Its gap between HOMO and LUMO (spin up / spin down) is 5.33 / 5.30 eV. As for the highest occupied orbital energy (spin up / spin down): -6.6141 / -6.6089 eV. As for the electronic energy: -105184.936 eV.

```
113
Properties=species:S:1:pos:R:3:forces:R:3
V 0.1931 0.5083 -0.5566 -1.60 0.04 0.18
S 1.9244 2.0081 -1.6381 0.66 0.42 -0.50
O 0.5805 1.3601 -2.1278 0.79 0.77 -1.30
O 1.8135 3.4332 -1.6995 -0.06 0.13 0.12
O 3.0018 1.4001 -2.3673 0.06 0.01 0.09
O 0.0122 -0.2495 0.8706 -0.45 -1.51 2.47
O 1.8733 1.4933 -0.1906 -0.20 0.11 -0.51
N 1.4880 -0.9958 -1.2653 0.67 -0.58 -0.24
N 4.9200 -4.7656 -2.9206 -0.07 0.04 0.06
N 0.3538 1.4939 2.4148 -0.16 -0.16 0.28
N -0.8595 -2.3779 0.3205 -0.24 -0.15 -0.41
N -0.9311 2.2760 -0.0801 0.23 0.30 -0.18
N 1.0977 -1.5426 4.1267 -0.36 0.01 0.18
N -1.3104 -0.9767 2.8092 -0.21 0.10 -0.54
N -1.4317 -0.4906 -1.6183 0.14 0.28 -0.07
C -0.5643 3.4441 0.4965 -0.14 -0.33 -0.02
C -0.5277 -3.2929 -0.6255 -0.24 -0.09 -0.35
C -2.1253 4.9004 -3.5183 0.02 -0.01 0.07
C -5.2530 0.3838 -3.8967 0.04 -0.01 0.03
C 1.1385 0.7185 3.1520 -0.06 0.00 -0.10
C -2.8169 -2.6790 -4.3340 -0.06 0.01 0.07
C -2.5858 -1.4888 2.2730 -0.06 0.18 0.14
C 0.8893 -3.5965 1.1017 -0.12 -0.06 0.10
C 2.4070 -2.3158 -3.0215 -0.13 0.05 -0.16
C 3.1891 1.0858 4.8534 -0.04 -0.11 -0.17
C -2.8369 4.7963 -2.1586 0.11 -0.06 -0.06
C 1.9121 2.8316 3.4915 -0.27 0.17 -0.10
C 0.3115 3.6953 1.6144 0.15 -0.04 -0.10
C 1.4456 -4.8894 3.2206 -0.03 -0.02 -0.03
C 1.5304 -1.3596 -2.5558 0.06 0.05 0.26
C -0.9994 -2.9821 -1.8975 0.22 0.01 0.11
C 2.5737 4.0959 3.9325 -0.03 0.00 -0.05
C -2.0168 4.0586 -1.1457 0.03 -0.04 -0.03
C -0.0234 -2.4776 1.3009 0.18 0.06 0.55
C 4.2067 -3.9375 -2.5664 -0.25 0.36 0.08
C 0.3478 6.5136 -0.5111 -0.02 -0.08 -0.02
C 3.3013 -2.4730 -0.8114 0.23 -0.03 0.13
C -3.9445 -3.5526 -3.7632 0.04 0.03 0.02
C 3.2917 -2.8933 -2.1261 0.46 -0.50 -0.22
C -2.3983 -1.5731 -3.4087 -0.04 -0.23 0.09
C -2.4054 1.7752 -2.0014 0.13 -0.31 -0.20
C 4.3284 0.3651 4.1127 -0.09 0.05 0.00
C -1.8292 2.6115 -1.1096 0.03 -0.12 0.27
C 0.5296 -4.1497 -0.1127 -0.19 0.00 -0.07
C 1.1000 -5.3590 -0.7928 -0.09 0.04 -0.04
C 1.7430 4.8216 4.9971 -0.03 0.03 -0.01
C 1.0224 -0.6638 2.9555 0.33 0.29 -0.27
C -2.2218 0.3689 -2.3005 -0.07 0.03 0.22
C -2.8488 -0.2705 -3.4068 -0.08 0.21 -0.07
C -0.0940 -1.1370 2.0530 0.39 -0.01 -0.25
C 0.1993 -6.5961 -0.6575 0.01 0.06 0.04
C 2.3859 -1.5205 -0.4215 -0.27 0.32 -0.18
C 0.8138 2.7482 2.4675 -0.12 0.23 -0.07
C -1.2170 4.5692 -0.1892 0.08 0.14 0.25
C -0.9620 6.0131 0.1194 0.16 -0.04 -0.07
C 1.9710 -4.0799 2.0234 -0.05 0.12 0.01
C -3.7947 0.3751 -4.3767 -0.11 -0.03 0.09
C -1.5531 -1.7273 -2.2695 0.11 -0.05 0.16
C 2.1137 1.5762 3.9252 0.09 -0.40 -0.09
H 2.2040 5.7731 5.2717 -0.03 -0.06 -0.01
H 2.7069 4.7477 3.0668 0.03 0.00 -0.02
H 5.1418 0.0995 4.7910 -0.06 0.00 0.00
H -3.1429 -2.2443 -5.2816 0.02 -0.02 0.00
H 3.5943 1.9294 5.4118 0.01 0.04 0.01
H -3.4746 1.4013 -4.5719 0.01 0.00 -0.04
H -2.7470 5.4262 -4.2467 0.02 -0.02 0.06
H 0.3205 6.3908 -1.5971 -0.01 0.02 0.10
H -3.0420 5.8005 -1.7869 -0.04 0.01 0.02
H -0.7894 -6.3960 -1.0770 0.04 -0.02 0.03
H 4.0056 -2.8796 -0.0994 -0.02 0.00 0.00
H 0.0632 -6.8618 0.3947 0.01 0.02 -0.08
H -5.3393 0.8910 -2.9309 0.01 -0.04 -0.08
H 1.2408 -5.1374 -1.8556 0.03 -0.03 0.02
H -2.7535 -1.2256 1.2296 0.03 0.07 0.02
H 0.6098 4.7275 1.7507 0.01 -0.04 -0.06
H 0.5160 7.5692 -0.2846 -0.02 -0.06 0.01
H -3.8073 4.3083 -2.2826 0.00 -0.01 0.00
H 1.2051 5.9351 -0.1575 -0.07 0.04 -0.04
H 4.7297 1.0101 3.3285 -0.02 -0.03 0.05
H -3.3790 -1.0629 2.8883 0.01 -0.02 0.04
H -1.9576 -3.3141 -4.5668 0.01 0.01 -0.02
H -3.7310 -0.1455 -5.3337 -0.02 0.01 -0.03
H -1.7938 6.6121 -0.2510 -0.04 0.03 -0.01
H 3.5712 3.8868 4.3226 0.03 0.00 -0.01
H 0.5686 -4.4089 3.6727 0.08 -0.06 -0.02
H 2.6720 -4.6969 1.4596 0.04 -0.04 0.02
H -3.1074 2.2664 -2.6629 0.03 -0.03 -0.09
H -4.2451 -4.3284 -4.4739 0.05 0.08 0.06
H 2.7652 0.4188 5.6178 0.02 0.04 0.03
H 2.2093 -5.0346 3.9926 -0.05 0.01 -0.10
H 2.5731 -3.2252 2.3651 -0.05 0.03 0.03
H 1.1163 -5.8774 2.8885 -0.02 0.11 0.05
H -5.6244 -0.6361 -3.7656 0.03 0.08 0.00
H -3.6257 -4.0399 -2.8370 -0.03 0.05 -0.08
H 0.1190 -1.6589 4.4551 0.10 -0.08 0.02
H 1.6527 4.2108 5.8987 -0.01 0.03 -0.05
H 2.0905 -5.5890 -0.3927 0.03 0.02 -0.02
H -1.1819 5.4413 -3.4153 -0.06 -0.04 0.00
H 0.6250 -7.4600 -1.1763 -0.01 0.11 0.04
H 3.9718 -0.5460 3.6237 0.01 0.05 0.00
H -2.6339 -2.5706 2.3566 0.06 -0.07 0.01
H 1.6546 -1.1218 4.8586 0.18 0.12 0.24
H 1.4739 -2.4605 3.9159 0.12 -0.30 -0.09
H -5.9065 0.8942 -4.6106 0.08 -0.05 0.05
H -1.8865 3.9119 -3.9155 -0.01 0.04 0.02
H -1.3928 0.0306 2.9188 0.00 0.12 0.20
H 0.7339 5.0235 4.6283 0.07 -0.01 0.03
H -4.8223 -2.9449 -3.5296 0.06 -0.04 -0.01
H 2.4030 -2.5979 -4.0629 0.00 0.00 -0.04
H 2.3680 -1.1491 0.5945 -0.04 0.04 0.00
H -0.9373 6.1623 1.2010 0.00 0.02 0.02
H 0.8464 -0.8563 -3.2207 -0.06 0.05 0.01
H -0.8903 -3.7061 -2.7064 -0.03 0.07 0.11
```
Positions in Å, forces in eV/Å.

Entry 3:
DFT (the ωB97M-V functional and the def2-TZVPD basis) results for 2 unconnected molecules or ions with the total composition C9H14 in a non-equilibrium geometry.

The SMILES is Cc1ccccc1.CC. Its gap between HOMO and LUMO is 9.89 eV. The value obtained for the energy relative to the best compared isomer or geometry (same formula, charge and spin) is 24.7 kcal/mol. As for the highest occupied orbital energy: -8.9417 eV. As for the electronic energy: -9559.109 eV.

```
23
Properties=species:S:1:pos:R:3:forces:R:3
C 2.1233 -0.5782 -1.0749 -0.57 0.12 1.02
C 1.7515 0.4529 1.1000 0.29 -0.37 -1.53
C -3.3520 2.2553 -1.1399 0.57 1.63 1.12
C 1.1812 -0.7324 1.5833 0.63 0.97 -0.03
C -1.8663 2.3667 -0.7238 -0.23 -0.66 0.37
C 0.4924 -3.1361 1.1802 2.21 -1.48 0.79
C 1.7573 -1.7639 -0.4748 -1.38 -1.16 -0.83
C 1.2178 -1.8932 0.8036 -0.35 1.62 0.07
C 2.2123 0.5213 -0.2254 0.30 0.19 0.39
H 2.6986 1.4268 -0.5651 -0.42 0.24 -0.15
H -1.6368 3.2547 -0.1280 -0.44 -0.22 0.33
H -0.4112 -3.3753 0.6346 -0.35 0.36 0.25
H -1.1213 2.4556 -1.5061 -0.23 -0.44 -0.63
H -3.7497 1.2553 -1.1916 0.26 -0.39 -0.80
H 1.5779 -2.6405 -1.0991 0.35 0.10 -0.11
H 1.1929 -3.9717 0.9849 -0.33 0.10 -0.43
H 1.7554 1.3980 1.6234 -0.01 -0.23 0.53
H -3.9430 2.6816 -0.3176 0.06 0.12 -0.15
H -3.5024 2.9155 -1.9842 -0.55 -0.40 -0.48
H 0.4831 -3.2344 2.2681 -1.03 0.30 -0.02
H 0.7545 -0.6114 2.5694 -0.29 -0.75 0.10
H -1.6711 1.4472 -0.1663 0.58 0.35 0.25
H 2.0559 -0.4937 -2.1509 0.94 0.00 -0.07
```
Positions in Å, forces in eV/Å.

| no. | molecular weight (g mol⁻¹) |
| --- | --- |
| 1 | 352.5 |
| 2 | 858.0 |
| 3 | 122.2 |